Record 1
{
  "formula": "C2H4Cl2OSi",
  "method": "the ωB97M-V functional and the def2-TZVPD basis",
  "orbital_gap_ev": [4.197, 6.534],
  "homo_energy_ev": [-3.57, -11.19],
  "total_charge": 0,
  "multiplicity": 3,
  "elements": ["C", "C", "O", "Si", "Cl", "Cl", "H", "H", "H", "H"],
  "positions_angstrom": [[-0.859, 0.781, -1.157], [-0.352, 0.502, 0.177], [-1.611, 0.115, -0.246], [0.811, -1.008, 0.798], [2.178, -0.557, 2.183], [1.894, -1.510, -0.818], [-1.185, 1.838, -1.177], [-0.569, 0.355, -2.162], [-0.201, 1.303, 0.955], [-0.106, -1.820, 1.447]],
  "mulliken_spin": [0.109, 0.413, 0.340, 0.689, 0.094, 0.245, -0.043, -0.047, 0.113, 0.086]
}

Record 2
{
  "formula": "C3H3CsMgO3",
  "method": "the ωB97M-V functional and the def2-TZVPD basis",
  "orbital_gap_ev": [7.033, 6.165],
  "homo_energy_ev": [-10.24, -10.28],
  "total_charge": 1,
  "multiplicity": 2,
  "elements": ["C", "C", "O", "C", "O", "O", "Cs", "H", "H", "H", "Mg"],
  "positions_angstrom": [[-0.633, 0.399, 1.023], [-1.993, 0.957, 1.174], [-1.603, 0.674, -0.170], [3.355, -1.308, -1.838], [3.538, -0.601, -2.731], [3.138, -2.151, -1.061], [0.373, -3.373, 1.462], [0.086, 1.235, 1.006], [-2.159, 2.023, 1.368], [-2.823, 0.324, 1.508], [-1.280, 1.821, -1.741]],
  "mulliken_spin": [-0.004, 0.011, -0.024, 0.001, 0.000, 0.000, -0.003, 0.005, 0.010, -0.001, 1.006]
}

Record 3
{
  "formula": "C12H18NOP",
  "method": "the ωB97M-V functional and the def2-TZVPD basis",
  "orbital_gap_ev": 9.207,
  "smiles": "CC1=C[C@H]2C(C)=C[P@](=O)(N(C)C)C2=CC1",
  "homo_energy_ev": -8.57,
  "total_charge": 0,
  "multiplicity": 1,
  "elements": ["C", "C", "C", "C", "C", "C", "C", "C", "C", "C", "C", "C", "N", "O", "P", "H", "H", "H", "H", "H", "H", "H", "H", "H", "H", "H", "H", "H", "H", "H", "H", "H", "H"],
  "positions_angstrom": [[2.165, 0.414, 0.014], [0.487, -1.893, -0.290], [-1.220, 1.516, -1.106], [2.724, -0.768, 0.072], [0.046, 1.688, -0.728], [-0.047, -0.692, -0.247], [1.908, -2.100, 0.053], [0.651, 0.573, 0.136], [4.143, -0.906, -0.406], [0.641, 3.024, -0.783], [-2.538, 0.653, 1.628], [-3.914, -1.167, 0.616], [-2.883, -0.233, 0.497], [-2.348, -0.984, -1.942], [-1.751, -0.305, -0.806], [2.882, 1.188, -0.118], [-0.157, -2.790, -0.638], [-1.856, 2.188, -1.717], [2.247, -2.514, 1.055], [2.483, -2.753, -0.800], [0.605, 0.695, 1.257], [4.628, -1.649, 0.204], [4.785, -0.096, -0.246], [4.168, -1.251, -1.566], [-0.195, 3.784, -0.928], [1.547, 3.061, -1.352], [1.047, 3.375, 0.311], [-1.883, 1.469, 1.461], [-3.437, 1.060, 1.869], [-2.305, -0.031, 2.381], [-4.231, -1.747, -0.198], [-3.597, -2.056, 1.414], [-4.796, -0.753, 0.904]],
  "mulliken_charge": [-1.234, -0.301, -1.141, 0.453, 0.804, -0.241, -0.495, 1.461, -1.571, -1.583, -1.255, -1.041, 0.165, -0.781, 0.708, 0.284, 0.310, 0.416, 0.265, 0.258, 0.224, 0.411, 0.471, 0.226, 0.362, 0.370, 0.266, 0.406, 0.431, 0.358, 0.361, 0.233, 0.400]
}

Record 4
{
  "formula": "C3H3Cl2N",
  "method": "the ωB97M-V functional and the def2-TZVPD basis",
  "orbital_gap_ev": 8.970,
  "smiles": "C=C(Cl)C#N.Cl",
  "homo_energy_ev": -9.98,
  "total_charge": 0,
  "multiplicity": 1,
  "elements": ["C", "C", "C", "N", "Cl", "Cl", "H", "H", "H"],
  "positions_angstrom": [[-0.902, 0.177, -2.454], [-0.351, -0.564, -0.107], [-0.426, -0.740, -1.432], [-1.722, 0.684, -3.047], [-3.259, -0.989, -0.328], [0.133, -2.238, -2.010], [0.465, -0.984, 0.397], [-2.224, -1.637, 0.665], [-0.768, 0.298, 0.430]],
  "mulliken_charge": [0.195, -1.319, 0.788, -0.336, -0.287, -0.163, 0.322, 0.332, 0.468]
}

Record 5
{
  "formula": "C5H5ClO",
  "method": "the ωB97M-V functional and the def2-TZVPD basis",
  "orbital_gap_ev": 9.486,
  "homo_energy_ev": -8.80,
  "total_charge": 0,
  "multiplicity": 1,
  "elements": ["C", "C", "C", "C", "C", "O", "Cl", "H", "H", "H", "H", "H"],
  "positions_angstrom": [[1.690, -0.079, 1.138], [-0.129, -1.008, -1.419], [1.089, -1.415, -1.028], [0.318, 0.546, 0.794], [-0.645, -0.151, -0.218], [1.907, -0.995, 0.236], [-0.875, -1.324, -2.887], [1.737, -1.904, -1.775], [-0.066, 0.841, 1.808], [0.859, 1.518, 0.378], [-1.242, 0.503, -0.721], [-1.265, -0.823, 0.364]],
  "mulliken_charge": [-0.318, 0.262, -0.280, -0.353, -0.625, -0.186, -0.161, 0.361, 0.371, 0.238, 0.412, 0.278]
}

Record 6
{
  "formula": "C15H20FeI2N3O",
  "method": "the ωB97M-V functional and the def2-TZVPD basis",
  "orbital_gap_ev": [3.962, 4.739],
  "homo_energy_ev": [0.72, -0.15],
  "total_charge": -2,
  "multiplicity": 6,
  "elements": ["C", "I", "H", "H", "H", "C", "C", "N", "H", "I", "N", "H", "Fe", "C", "O", "C", "C", "H", "H", "H", "C", "H", "H", "H", "C", "C", "C", "C", "C", "C", "C", "C", "N", "H", "H", "H", "H", "H", "H", "H", "H", "H"],
  "positions_angstrom": [[1.696, 2.664, -1.641], [2.735, 0.304, -0.831], [1.367, 3.561, -2.158], [1.883, 1.914, -2.415], [2.604, 2.883, -1.088], [-0.160, -1.609, -4.109], [-0.469, -0.272, -2.312], [-0.208, -1.541, -2.728], [-0.501, 0.011, -5.576], [-2.628, 0.475, -0.586], [-0.666, 0.429, -3.461], [0.062, -2.521, -4.633], [-0.227, 0.349, -0.463], [0.510, 2.262, -0.633], [0.014, 3.103, 0.079], [-0.438, -0.366, -4.572], [-1.043, 1.824, -3.573], [-1.558, 1.956, -4.531], [-0.159, 2.475, -3.552], [-1.718, 2.103, -2.757], [0.008, -2.689, -1.868], [0.344, -3.518, -2.500], [-0.924, -2.985, -1.365], [0.759, -2.449, -1.102], [-1.452, -2.370, 1.946], [-0.775, -1.441, 2.894], [-0.884, -1.645, 4.259], [-0.227, -0.791, 5.148], [0.534, 0.284, 4.684], [0.652, 0.547, 3.334], [1.465, 1.711, 2.882], [-0.020, -0.318, 2.413], [0.045, -0.078, 1.126], [-2.534, -2.187, 1.935], [-1.300, -3.411, 2.268], [-1.109, -2.245, 0.916], [-1.471, -2.490, 4.626], [-0.304, -0.951, 6.221], [1.039, 0.954, 5.377], [1.119, 2.632, 3.371], [2.515, 1.574, 3.172], [1.424, 1.863, 1.802]],
  "mulliken_spin": [0.100, 0.086, -0.019, 0.004, -0.007, 0.017, 0.019, -0.003, -0.002, 0.162, -0.021, 0.000, 3.628, 0.068, 0.012, -0.001, 0.005, 0.001, -0.005, 0.003, 0.002, 0.001, -0.005, 0.002, 0.016, 0.134, -0.071, 0.143, -0.061, 0.102, 0.013, 0.059, 0.572, 0.008, 0.004, 0.011, -0.006, 0.019, -0.005, 0.005, 0.005, 0.005]
}